Record 1
Here is an isolated ion of composition C3H7ClN and charge +1 from OMol25. Energies are from ωB97M-V with the def2-TZVPD basis set.

total charge: +1
E_HOMO: -13.9 eV
HOMO-LUMO gap: 0.3594 Ha
structure (SMILES): [NH3+]C/C=C/Cl

Element x y z (Å)
C  -1.317  -0.155  0.497
C  -2.354  -0.273  -0.338
C  0.100  -0.569  0.262
N  0.965  0.651  -0.166
Cl  -3.939  0.145  0.014
H  -1.429  0.458  1.336
H  -2.170  -0.492  -1.360
H  0.636  -1.101  1.065
H  -0.004  -1.090  -0.713
H  0.747  0.690  -1.170
H  1.922  0.387  0.063
H  0.699  1.515  0.253

In the natural (NBO) picture, each atom carries the following charge in e: -0.304 -0.149 -0.238 -0.678 0.121 0.216 0.210 0.254 0.226 0.450 0.450 0.442


Record 2
Here is a 5-piece molecular cluster, C4H18NO5 overall from OMol25. Energies are from ωB97M-V with the def2-TZVPD basis set.

E_HOMO (alpha / beta): -9.8 / -9.7 eV
HOMO-LUMO gap (alpha / beta): 0.3561 / 0.1985 Ha
multiplicity: 2
<S²>: 0.7553

Element x y z (Å)
C  1.829  0.269  1.712
C  1.185  -0.147  0.378
N  0.504  -1.392  0.583
C  -0.923  -1.205  0.754
C  -1.312  -0.188  1.849
O  -1.746  0.977  1.235
H  1.426  1.118  2.282
H  1.664  -0.410  2.461
H  2.989  0.306  1.534
H  1.999  -0.213  -0.376
H  0.511  0.632  0.047
H  0.825  -2.102  1.219
H  -1.554  -0.933  -0.292
H  -1.383  -2.112  1.175
H  -0.489  0.195  2.538
H  -2.068  -0.647  2.479
H  0.565  -0.625  -2.058
H  1.436  -1.747  -1.668
O  1.236  -1.212  -2.456
H  -1.938  1.566  -1.363
H  -1.485  0.905  0.218
O  -1.041  1.372  -1.134
H  0.094  2.462  -1.319
H  1.263  2.574  -2.108
O  0.813  3.153  -1.586
H  -1.469  0.000  -1.801
H  -1.220  -1.595  -2.240
O  -1.713  -0.999  -2.065

In the natural (NBO) picture, each atom carries the following charge in e: -0.621 -0.329 -0.259 -0.355 -0.057 -0.731 0.253 0.203 0.231 0.255 0.293 0.406 0.348 0.219 0.175 0.197 0.472 0.449 -0.914 0.467 0.496 -1.142 0.497 0.439 -0.983 0.513 0.442 -0.964


Record 3
Here is an isolated molecule of C4H8N4 from OMol25. Energies are from ωB97M-V with the def2-TZVPD basis set.

E_HOMO: -9.7 eV
HOMO-LUMO gap: 0.3832 Ha
structure (SMILES): [H]/N=C\N/N=C/N1CC1

Element x y z (Å)
C  2.051  -0.612  -0.061
C  -0.453  0.303  -0.196
C  -2.689  -0.854  0.522
C  -2.393  0.671  1.073
H  3.931  -0.179  -0.036
H  1.373  -1.432  0.426
H  2.125  0.572  -1.586
H  -0.052  0.688  0.825
H  -3.642  -1.088  0.240
H  -1.906  -1.475  1.240
H  -1.594  0.951  1.989
H  -3.207  1.527  1.142
N  3.292  -0.885  0.265
N  1.645  0.751  -0.517
N  0.346  0.402  -1.157
N  -1.872  0.216  -0.342

In the natural (NBO) picture, each atom carries the following charge in e: 0.200 0.211 -0.241 -0.286 0.328 0.198 0.392 0.147 0.221 0.216 0.208 0.223 -0.630 -0.479 -0.285 -0.423


Record 4
Here is a 18-piece molecular cluster, C2H39O18 overall from OMol25. Energies are from ωB97M-V with the def2-TZVPD basis set.

total charge: -1
E_HOMO: -5.7 eV
HOMO-LUMO gap: 0.2734 Ha

Element x y z (Å)
C  0.594  0.027  0.930
C  0.673  0.004  -0.611
O  1.411  -1.018  -1.154
H  1.532  0.403  1.334
H  0.493  -0.994  1.298
H  -0.242  0.619  1.307
H  1.044  0.991  -0.922
H  -0.398  -0.005  -0.936
O  -1.731  -1.306  3.122
H  -1.391  -1.945  2.479
H  -2.272  -0.695  2.598
O  -0.896  3.208  -2.178
H  -1.005  3.988  -2.732
H  -1.275  2.481  -2.689
O  -0.573  -2.967  -1.550
H  -0.053  -2.151  -1.703
H  0.099  -3.606  -1.295
O  2.649  -3.214  -2.713
H  3.496  -3.466  -2.334
H  2.346  -2.485  -2.150
O  -3.307  2.679  0.490
H  -2.347  2.565  0.490
H  -3.596  2.359  -0.373
O  -0.085  -0.726  -4.112
H  -0.984  -0.785  -4.449
H  -0.179  -0.641  -3.156
O  -0.125  -3.219  1.605
H  -0.481  -2.836  0.787
H  0.178  -4.095  1.345
O  4.516  -0.677  -0.383
H  4.390  -0.601  -1.333
H  3.654  -0.980  -0.069
O  3.484  0.518  -2.865
H  3.743  1.298  -2.365
H  2.747  0.124  -2.352
O  -2.986  -1.729  -0.761
H  -2.094  -1.910  -1.105
H  -2.862  -1.051  -0.082
O  0.407  3.172  3.216
H  -0.245  3.002  2.521
H  0.872  3.956  2.917
O  -4.931  0.759  -1.081
H  -5.874  0.585  -1.019
H  -4.518  -0.115  -1.010
O  2.811  -2.766  0.972
H  2.368  -2.395  0.195
H  2.091  -3.072  1.529
O  3.812  1.833  1.345
H  3.136  1.583  0.711
H  3.819  1.113  1.982
O  -3.247  0.310  1.158
H  -4.178  0.061  1.185
H  -3.228  1.245  1.401
O  0.385  0.332  4.234
H  0.302  1.209  3.821
H  -0.243  -0.175  3.690
O  -0.469  3.540  0.607
H  -0.471  3.210  -0.312
H  -0.765  4.452  0.528

In the natural (NBO) picture, each atom carries the following charge in e: -0.640 -0.035 -1.044 0.198 0.209 0.180 0.112 0.071 -0.977 0.488 0.488 -0.959 0.480 0.492 -1.004 0.510 0.485 -0.969 0.462 0.502 -0.962 0.487 0.498 -0.930 0.455 0.475 -0.970 0.497 0.478 -0.972 0.478 0.480 -0.972 0.463 0.506 -1.004 0.501 0.483 -0.963 0.489 0.474 -0.972 0.470 0.500 -0.977 0.489 0.472 -0.943 0.470 0.476 -0.995 0.478 0.507 -0.977 0.474 0.485 -0.984 0.511 0.474


Record 5
Here is a 2-piece molecular cluster, C4H8O2 overall from OMol25. Energies are from ωB97M-V with the def2-TZVPD basis set.

E_HOMO: -8.9 eV
HOMO-LUMO gap: 0.3598 Ha
structure (SMILES): C=CO.CC=O

Element x y z (Å)
C  -1.213  -1.261  0.775
C  -0.041  -1.228  1.413
O  1.195  -1.286  0.868
C  0.159  0.731  -1.574
O  0.582  -0.399  -1.721
C  0.485  1.634  -0.424
H  -2.137  -1.195  1.337
H  -1.282  -1.389  -0.301
H  -0.532  1.151  -2.331
H  0.022  -1.137  2.496
H  1.120  -1.228  -0.105
H  0.894  2.576  -0.807
H  1.190  1.158  0.261
H  -0.442  1.873  0.113

In the natural (NBO) picture, each atom carries the following charge in e: -0.574 0.164 -0.701 0.471 -0.563 -0.737 0.211 0.204 0.115 0.175 0.502 0.237 0.247 0.249


Record 6
Here is an isolated molecule of C4H5BrOS from OMol25. Energies are from ωB97M-V with the def2-TZVPD basis set.

E_HOMO (alpha / beta): -9.2 / -9.2 eV
HOMO-LUMO gap (alpha / beta): 0.2471 / 0.2470 Ha
structure (SMILES): O=[S@@]1(Br)=C=CCC1

Element x y z (Å)
C  -0.791  -1.149  0.761
C  0.224  -0.983  1.569
C  -0.957  -0.423  -0.562
C  -0.088  0.814  -0.502
O  1.644  1.376  1.469
S  1.319  0.286  0.604
Br  3.221  0.331  -0.943
H  -1.594  -1.804  1.076
H  -0.673  -1.068  -1.394
H  -2.014  -0.168  -0.666
H  0.277  1.165  -1.461
H  -0.568  1.623  0.047

In the natural (NBO) picture, each atom carries the following charge in e: -0.366 -0.219 -0.454 -0.600 -0.852 1.487 -0.222 0.255 0.230 0.236 0.253 0.250


Record 7
Here is an isolated ion of composition C10H19N2O2 and charge +1 from OMol25. Energies are from ωB97M-V with the def2-TZVPD basis set.

total charge: +1
E_HOMO: -13.0 eV
HOMO-LUMO gap: 0.3121 Ha
structure (SMILES): CC(=O)/C(=[N+](/C)C(=O)CN)C(C)(C)C

Element x y z (Å)
C  2.214  0.436  0.588
C  0.125  1.731  -0.376
C  3.064  0.011  -0.546
C  -0.305  0.420  0.091
C  -0.234  2.801  0.576
C  -2.606  0.818  -0.627
C  -2.322  -1.134  0.941
C  -1.402  -1.159  -1.389
C  0.796  -1.456  1.377
C  -1.700  -0.291  -0.162
N  0.782  -0.234  0.614
N  3.169  -1.337  -0.966
O  2.459  1.158  1.493
O  0.813  1.837  -1.370
H  2.694  0.472  -1.489
H  4.008  0.396  -0.298
H  0.789  3.123  1.023
H  -0.913  2.651  1.373
H  -0.499  3.710  0.124
H  -1.970  1.448  -1.271
H  -3.183  1.436  0.041
H  -3.370  0.300  -1.260
H  -2.627  -0.568  1.989
H  -3.224  -1.612  0.471
H  -1.669  -2.020  1.236
H  -1.277  -2.151  -1.079
H  -0.522  -0.858  -2.042
H  -2.319  -1.096  -2.058
H  0.355  -2.389  0.963
H  1.820  -1.634  1.688
H  0.196  -1.237  2.255
H  3.668  -1.576  -1.710
H  3.188  -1.996  -0.200

In the natural (NBO) picture, each atom carries the following charge in e: 0.749 0.500 -0.361 0.470 -0.756 -0.609 -0.626 -0.609 -0.435 -0.126 -0.378 -0.827 -0.438 -0.478 0.280 0.220 0.294 0.252 0.279 0.212 0.241 0.235 0.246 0.253 0.218 0.225 0.249 0.245 0.249 0.230 0.240 0.391 0.364


Record 8
Here is C55H45BrFHfNO2P2Si as an isolated structure from OMol25. Energies are from ωB97M-V with the def2-TZVPD basis set.

E_HOMO: -7.6 eV
HOMO-LUMO gap: 0.2650 Ha

Element x y z (Å)
Hf  0.211  -0.227  0.098
C  -3.410  0.085  -0.501
P  -2.460  0.746  0.929
C  -2.791  -0.514  2.236
C  -3.410  -1.742  2.014
C  -3.663  -2.602  3.075
C  -3.293  -2.254  4.365
C  -2.674  -1.033  4.595
C  -2.431  -0.169  3.541
C  -3.613  2.042  1.532
C  -4.803  1.725  2.183
C  -5.636  2.734  2.638
C  -5.289  4.066  2.452
C  -4.114  4.389  1.793
C  -3.278  3.379  1.339
C  -2.715  -1.127  -1.042
C  -3.181  -2.036  -1.964
C  -2.189  -3.038  -2.088
C  -1.179  -2.701  -1.217
C  0.133  -3.395  -1.000
P  0.799  -2.976  0.688
C  0.382  -4.561  1.510
C  -0.602  -4.598  2.489
C  -0.997  -5.814  3.031
C  -0.404  -6.990  2.602
C  0.594  -6.952  1.634
C  0.988  -5.744  1.090
C  2.616  -3.141  0.512
C  3.345  -3.305  1.691
C  4.728  -3.355  1.666
C  5.404  -3.251  0.457
C  4.689  -3.082  -0.717
C  3.304  -3.012  -0.690
N  -1.486  -1.535  -0.555
H  -3.452  0.888  -1.243
H  -4.439  -0.135  -0.208
H  -3.716  -2.036  1.019
H  -4.153  -3.549  2.883
H  -3.492  -2.930  5.188
H  -2.386  -0.750  5.600
H  -1.966  0.792  3.731
H  -5.079  0.689  2.339
H  -6.558  2.479  3.146
H  -5.934  4.850  2.829
H  -3.846  5.427  1.642
H  -2.353  3.627  0.829
H  -4.118  -1.981  -2.497
H  -2.223  -3.906  -2.729
H  0.848  -3.074  -1.761
H  0.012  -4.472  -1.092
H  -1.062  -3.676  2.821
H  -1.769  -5.843  3.790
H  -0.713  -7.938  3.024
H  1.064  -7.870  1.305
H  1.767  -5.712  0.337
H  2.820  -3.406  2.635
H  5.281  -3.473  2.589
H  6.485  -3.297  0.434
H  5.210  -2.989  -1.661
H  2.773  -2.840  -1.618
F  1.366  2.253  5.768
C  1.053  1.658  4.600
C  1.230  0.295  4.477
C  0.904  -0.309  3.270
C  0.381  0.407  2.185
C  0.249  1.794  2.374
C  0.573  2.431  3.561
H  1.620  -0.272  5.313
H  1.050  -1.381  3.185
H  -0.125  2.412  1.559
H  0.466  3.500  3.686
Br  -4.337  2.372  -4.947
C  -2.921  1.122  -4.732
C  -2.793  0.082  -5.640
C  -1.761  -0.831  -5.479
C  -0.900  -0.729  -4.401
C  -1.061  0.305  -3.487
C  -2.056  1.261  -3.668
C  -0.245  0.321  -2.254
O  0.585  -0.600  -2.036
O  -0.443  1.208  -1.349
H  -3.494  -0.013  -6.457
H  -1.643  -1.634  -6.195
H  -0.114  -1.453  -4.239
H  -2.144  2.085  -2.973
C  4.333  1.588  -4.311
C  3.192  2.194  -3.806
C  2.749  1.883  -2.529
C  3.435  0.975  -1.718
C  4.580  0.378  -2.248
C  5.027  0.676  -3.528
Si  2.810  0.517  0.028
C  3.199  2.041  1.116
C  3.915  1.892  2.304
C  4.177  2.975  3.132
C  3.736  4.243  2.781
C  3.033  4.417  1.597
C  2.763  3.326  0.785
H  4.679  1.825  -5.310
H  2.644  2.908  -4.410
H  1.848  2.361  -2.157
H  5.135  -0.326  -1.636
H  5.921  0.202  -3.915
H  3.908  -0.401  0.486
H  4.272  0.907  2.586
H  4.732  2.832  4.052
H  3.941  5.089  3.425
H  2.689  5.405  1.312
H  2.212  3.482  -0.139

Results of the Mulliken charge analysis, in e, for atoms 1 through 99: -1.728 -1.667 1.112 0.914 -0.398 -0.792 -0.647 -0.670 -0.428 0.712 -0.386 -0.798 -0.573 -0.775 -0.494 -0.316 -1.276 -1.350 0.492 -1.710 0.763 0.606 -0.329 -0.483 -0.618 -0.702 -0.651 0.557 -0.541 -0.755 -0.564 -0.512 -0.171 2.003 0.754 0.655 0.188 0.471 0.401 0.461 0.405 0.369 0.420 0.391 0.426 0.255 0.562 0.524 0.234 0.904 0.156 0.478 0.391 0.405 0.444 0.359 0.445 0.393 0.460 0.093 -0.426 0.044 -0.726 -0.685 2.273 0.257 -0.875 0.506 0.110 0.069 0.379 -0.182 -0.276 -0.380 -0.933 -0.230 0.040 -0.351 1.664 -0.443 -0.914 0.432 0.435 0.446 0.770 -0.533 -0.809 -0.074 0.369 -0.351 -0.646 1.213 0.353 -0.273 -0.638 -0.573 -0.724 -0.149 0.378


Record 9
Here is C5H7N as an isolated structure from OMol25. Energies are from ωB97M-V with the def2-TZVPD basis set.

E_HOMO: -9.4 eV
HOMO-LUMO gap: 0.3865 Ha

Element x y z (Å)
C  0.333  1.290  0.146
C  1.149  0.099  -0.347
C  0.398  -1.177  0.020
C  -0.962  -0.757  0.530
C  -0.783  0.416  -0.417
N  0.245  -0.542  -1.309
H  0.425  2.281  -0.330
H  0.452  1.400  1.238
H  2.207  0.215  -0.489
H  0.888  -2.125  0.254
H  -1.041  -0.567  1.605
H  -1.795  -1.372  0.179
H  -1.516  0.840  -1.080

In the natural (NBO) picture, each atom carries the following charge in e: -0.454 -0.090 -0.103 -0.424 -0.036 -0.361 0.217 0.207 0.203 0.210 0.201 0.217 0.213


Record 10
Here is an isolated molecule of C3H9NOS2 from OMol25. Energies are from ωB97M-V with the def2-TZVPD basis set.

E_HOMO: -8.3 eV
HOMO-LUMO gap: 0.3170 Ha
structure (SMILES): N[C@@H](CO)CSS

Element x y z (Å)
N  -0.395  -1.262  0.044
C  -0.276  0.123  0.476
C  0.780  0.283  1.526
O  0.599  -0.700  2.554
C  -0.037  1.160  -0.694
S  -1.113  0.807  -2.074
S  -0.007  -0.580  -3.276
H  -1.095  -1.440  -0.665
H  -0.791  -1.714  0.871
H  -1.271  0.352  0.928
H  1.703  -0.023  1.015
H  0.754  1.255  2.005
H  1.358  -1.238  2.758
H  1.024  1.204  -0.936
H  -0.373  2.081  -0.239
H  -0.860  -0.308  -4.294

In the natural (NBO) picture, each atom carries the following charge in e: -0.852 -0.067 -0.074 -0.750 -0.562 0.099 -0.140 0.372 0.370 0.161 0.174 0.182 0.482 0.229 0.239 0.140


Record 11
Here is a 2-piece molecular cluster, C4H15N2O overall from OMol25. Energies are from ωB97M-V with the def2-TZVPD basis set.

total charge: +2
E_HOMO (alpha / beta): -18.8 / -18.7 eV
HOMO-LUMO gap (alpha / beta): 0.4274 / 0.2005 Ha
multiplicity: 2
<S²>: 0.7545

Element x y z (Å)
C  0.384  1.455  -0.164
N  1.500  0.755  -0.828
C  -0.999  0.936  -0.879
N  -0.878  -0.561  -1.005
C  -1.094  -1.444  0.266
C  -2.471  -1.246  0.959
H  0.424  2.564  -0.110
H  0.264  1.263  0.901
H  1.670  1.289  -1.689
H  2.313  0.479  -0.238
H  -1.103  1.461  -1.814
H  -1.853  1.178  -0.261
H  -0.059  -0.597  -1.615
H  -1.713  -0.839  -1.543
H  -0.886  -2.422  -0.117
H  -0.248  -1.199  0.935
H  -2.526  -0.299  1.464
H  -2.356  -2.121  1.613
H  -3.194  -1.402  0.170
H  4.872  0.159  0.793
H  3.999  0.418  2.042
O  3.956  0.173  1.116

In the natural (NBO) picture, each atom carries the following charge in e: -0.342 -0.282 -0.216 -0.527 -0.200 -0.618 0.339 0.264 0.432 0.487 0.259 0.269 0.433 0.458 0.248 0.215 0.235 0.283 0.232 0.511 0.505 -0.985


Record 12
Here is an isolated molecule of C5H10O from OMol25. Energies are from ωB97M-V with the def2-TZVPD basis set.

E_HOMO: -9.3 eV
HOMO-LUMO gap: 0.3878 Ha
structure (SMILES): CCOC1CC1

Element x y z (Å)
C  -1.245  0.064  -2.214
C  -1.176  -0.310  -0.736
O  0.199  -0.459  -0.396
C  0.649  0.393  0.602
C  0.608  -0.107  2.015
C  1.919  -0.001  1.272
H  -2.040  -0.458  -2.753
H  -0.285  -0.238  -2.638
H  -1.365  1.140  -2.372
H  -1.652  0.444  -0.095
H  -1.685  -1.264  -0.541
H  0.478  1.454  0.409
H  0.398  0.584  2.825
H  0.200  -1.106  2.134
H  2.613  0.786  1.552
H  2.386  -0.922  0.935

In the natural (NBO) picture, each atom carries the following charge in e: -0.640 -0.066 -0.533 0.085 -0.457 -0.434 0.209 0.228 0.205 0.173 0.175 0.178 0.213 0.222 0.215 0.227


Relative energy (zero: lowest compared OMol25 entry of this formula, charge and spin), respectively: 0.753, 3.985, 7.213, 0.726, 1.702, 2.772, 1.270, 0.760, 3.323, 1.239, 2.130, 1.632 eV.
Largest force on an atom, respectively: 2.3, 17.8, 9.6, 1.8, 0.6, 1.9, 6.7, 2.4, 2.2, 2.4, 4.2, 0.3 eV/Å.